Entry 1:
{
  "formula": "C28H26AsMoN4O8S3",
  "method": "ωB97M-V/def2-TZVPD",
  "e_above_lowest_ev": 0.000,
  "orbital_gap_ev": 5.467,
  "total_charge": 3,
  "fmax_ev_per_a": 0.97,
  "homo_energy_ev": -16.357,
  "symbols": ["Mo", "C", "S", "C", "S", "N", "N", "C", "C", "C", "C", "C", "C", "N", "H", "H", "H", "H", "H", "H", "H", "H", "O", "As", "O", "O", "C", "C", "C", "C", "C", "C", "S", "O", "O", "O", "H", "H", "H", "H", "H", "C", "O", "C", "C", "C", "C", "C", "C", "N", "C", "C", "C", "C", "C", "C", "C", "O", "H", "H", "H", "H", "H", "H", "H", "H", "H", "H", "H", "H", "H"],
  "coordinates": [[0.53108, -0.30051, 0.10997], [3.95571, 2.68376, 3.37986], [2.15526, 2.68689, 3.24649], [1.94091, 1.89897, 1.75912], [0.24700, 1.71639, 1.23054], [2.88290, 1.46674, 0.98978], [2.34360, 0.84713, -0.10953], [3.00745, 0.80348, -1.20200], [2.35768, 0.15555, -2.32307], [2.92037, 0.03190, -3.57353], [2.17434, -0.58677, -4.57716], [0.90129, -1.03762, -4.28851], [0.40239, -0.88480, -3.00072], [1.11204, -0.29706, -2.03788], [4.17412, 3.22189, 4.29972], [4.39584, 3.20113, 2.53217], [4.30673, 1.65654, 3.44413], [3.98695, 1.26512, -1.26236], [3.91701, 0.40645, -3.76346], [2.59355, -0.71180, -5.56667], [0.29502, -1.52709, -5.03740], [-0.56895, -1.27138, -2.72462], [0.16644, -2.42335, 4.05298], [1.38906, -2.06511, 2.89254], [2.55124, -1.03945, 3.29014], [0.31326, -1.12001, 1.70719], [1.67868, -3.77947, 2.09854], [1.89670, -4.77788, 3.03545], [2.17095, -6.08118, 2.61929], [2.21851, -6.39009, 1.27358], [2.00182, -5.39585, 0.32283], [1.73130, -4.10467, 0.73879], [1.50240, -2.90035, -0.50379], [2.16073, -1.62932, 0.05772], [2.03688, -3.33862, -1.73901], [0.08411, -2.42729, -0.54420], [0.24758, -1.86524, 4.84405], [1.85645, -4.56383, 4.09610], [2.34842, -6.84646, 3.36252], [2.43188, -7.40013, 0.95250], [2.05743, -5.62153, -0.73342], [-0.79341, 5.87779, -1.66228], [-1.30908, 4.53200, -1.59225], [-1.77744, 4.09176, -0.41037], [-1.62657, 4.73039, 0.81526], [-2.20369, 4.17342, 1.94614], [-2.93501, 2.99090, 1.88439], [-3.09062, 2.34101, 0.67473], [-2.49594, 2.88390, -0.46110], [-2.71995, 2.39792, -1.77649], [-3.12189, 1.26083, -2.22420], [-3.33940, 0.03455, -1.46987], [-4.57883, -0.58996, -1.63091], [-4.91102, -1.70748, -0.87864], [-3.99320, -2.24181, 0.01225], [-2.72668, -1.68311, 0.14236], [-2.41320, -0.55498, -0.59538], [-1.15792, -0.00498, -0.51183], [-1.54183, 6.58606, -1.30954], [-0.57955, 6.05436, -2.71053], [0.12227, 5.96135, -1.07861], [-1.09037, 5.66531, 0.88699], [-2.10002, 4.68792, 2.89242], [-3.40733, 2.59646, 2.77270], [-3.70404, 1.45299, 0.61444], [-2.58255, 3.13935, -2.46686], [-3.37482, 1.24912, -3.28034], [-5.30091, -0.17322, -2.32229], [-5.88580, -2.16017, -0.99506], [-4.24884, -3.11713, 0.59384], [-1.98848, -2.12961, 0.79234]],
  "forces_ev_per_a": [[0.2, -0.4, 0.9], [0.0, 0.0, 0.0], [0.0, 0.0, -0.1], [0.0, 0.0, 0.1], [-0.1, 0.1, -0.1], [-0.1, 0.0, 0.0], [0.2, -0.1, 0.0], [0.0, 0.1, 0.1], [0.0, 0.0, -0.1], [0.0, 0.0, 0.1], [0.0, 0.0, 0.0], [0.0, 0.0, 0.0], [0.0, 0.0, -0.1], [0.0, 0.0, 0.0], [0.0, 0.0, 0.0], [0.0, 0.0, 0.0], [0.0, 0.0, 0.0], [0.0, 0.0, 0.0], [0.0, 0.0, 0.0], [0.0, 0.0, 0.0], [0.0, 0.0, 0.0], [0.0, 0.0, 0.0], [0.2, 0.1, 0.0], [-0.2, -0.1, -0.1], [0.1, 0.1, 0.0], [0.1, 0.0, -0.5], [-0.1, -0.1, 0.2], [0.0, 0.0, 0.0], [0.0, 0.0, 0.0], [0.0, 0.0, 0.0], [0.0, -0.1, 0.0], [0.0, 0.1, -0.1], [0.1, 0.0, 0.1], [0.0, 0.0, -0.1], [0.0, 0.0, 0.0], [-0.1, 0.1, -0.2], [-0.1, 0.0, 0.0], [0.0, 0.0, 0.0], [0.0, 0.0, 0.0], [0.0, 0.0, 0.0], [0.0, 0.0, 0.0], [0.0, 0.0, 0.0], [0.0, 0.0, 0.0], [-0.1, -0.1, 0.1], [0.0, 0.0, 0.0], [0.0, 0.0, 0.0], [0.0, 0.0, 0.0], [0.0, 0.1, 0.1], [0.0, 0.1, 0.1], [0.0, 0.0, -0.1], [0.0, 0.0, -0.1], [-0.2, -0.2, 0.1], [0.1, 0.0, 0.0], [0.0, 0.0, 0.0], [0.1, 0.0, 0.0], [-0.1, 0.1, -0.1], [0.0, -0.2, 0.0], [0.0, 0.2, 0.0], [0.0, 0.0, 0.0], [0.0, 0.0, 0.0], [0.0, 0.0, 0.0], [0.0, 0.0, 0.0], [0.0, 0.0, 0.0], [0.0, 0.0, 0.0], [0.0, 0.0, 0.0], [0.0, 0.0, 0.0], [0.0, 0.0, 0.0], [0.0, 0.0, 0.0], [0.0, 0.0, 0.0], [0.0, 0.0, 0.0], [0.0, 0.0, 0.0]],
  "lowdin_charge": [1.7863, -0.3128, 0.9770, -1.0130, 0.8006, 0.0146, -0.1977, 0.0270, -0.2285, 0.0607, 0.0336, 0.0216, -0.0760, -0.0286, 0.0579, 0.0557, 0.0548, 0.1717, 0.1448, 0.1417, 0.1363, 0.1245, -0.1758, 1.0489, -0.3652, -0.5671, -0.2378, -0.0461, 0.0025, 0.0030, -0.0069, -0.2738, 0.6217, -0.4346, -0.1888, -0.3859, 0.0945, 0.1248, 0.1352, 0.1353, 0.1321, -0.0057, -0.0843, -0.2485, 0.0030, -0.0418, -0.0636, -0.0157, -0.1618, 0.1847, 0.0664, -0.1445, 0.0211, -0.0072, 0.0024, 0.0217, -0.2760, -0.3170, 0.1133, 0.1055, 0.1022, 0.1254, 0.1300, 0.1248, 0.1255, 0.1845, 0.1695, 0.1396, 0.1333, 0.1334, 0.1119]
}

---

Entry 2:
{
  "formula": "C28H26N3O2Re",
  "method": "ωB97M-V/def2-TZVPD",
  "e_above_lowest_ev": 1.412,
  "orbital_gap_ev": [6.254, 6.445],
  "total_charge": 1,
  "multiplicity": 2,
  "fmax_ev_per_a": 1.51,
  "homo_energy_ev": [-11.345, -11.371],
  "symbols": ["Re", "C", "O", "C", "C", "C", "C", "C", "C", "N", "N", "C", "C", "O", "C", "C", "C", "C", "C", "C", "C", "C", "H", "H", "H", "H", "H", "H", "H", "H", "H", "H", "H", "H", "H", "C", "C", "C", "C", "H", "H", "H", "H", "H", "H", "H", "H", "H", "N", "C", "C", "C", "C", "C", "C", "C", "H", "H", "H", "H"],
  "coordinates": [[0.39407, 1.15784, -0.69917], [-1.90054, 3.31135, -2.10596], [-1.63153, 2.01986, -1.54090], [-2.67271, 1.35143, -0.93113], [-3.98511, 1.78363, -0.88676], [-4.92191, 0.99916, -0.22699], [-4.55409, -0.19806, 0.37332], [-3.24221, -0.63715, 0.29906], [-2.30697, 0.14497, -0.35519], [-0.94038, -0.23185, -0.55558], [-0.76429, -1.54743, -0.64064], [0.25318, -2.06714, -1.26180], [1.10103, -1.30937, -2.19364], [1.01834, -0.05116, -2.28964], [1.96607, -2.02939, -3.07719], [2.07927, -3.36921, -2.97770], [1.31519, -4.15845, -2.04174], [1.46851, -5.54642, -1.98919], [0.72133, -6.29534, -1.10423], [-0.18323, -5.66242, -0.25316], [-0.33884, -4.28975, -0.28847], [0.39922, -3.52644, -1.19020], [-2.34012, 3.96700, -1.35544], [-2.56217, 3.20489, -2.96426], [-0.94213, 3.70848, -2.42455], [-4.28695, 2.70912, -1.35475], [-5.94891, 1.33409, -0.18356], [-5.29055, -0.79390, 0.89334], [-2.93375, -1.57328, 0.74141], [2.54507, -1.45145, -3.78348], [2.77748, -3.89155, -3.62167], [2.18044, -6.02503, -2.64983], [0.83762, -7.36973, -1.06992], [-0.76680, -6.25008, 0.44249], [-1.02834, -3.79836, 0.38316], [3.88043, 0.20930, 1.97329], [2.42091, 0.13457, 1.52877], [1.92901, -1.30879, 1.52543], [2.25175, 0.77285, 0.15240], [4.01313, -0.24011, 2.95821], [4.22819, 1.24201, 2.02524], [4.52297, -0.32883, 1.27118], [1.81548, 0.69920, 2.24612], [2.46641, -1.90113, 0.77701], [0.85941, -1.36771, 1.30674], [2.09200, -1.77790, 2.49640], [2.81596, 0.20528, -0.60012], [2.68888, 1.78951, 0.17248], [-0.55645, 6.55392, 4.31830], [-0.40673, 5.69940, 3.56615], [-0.22593, 4.62812, 2.61993], [0.32037, 4.89913, 1.36844], [0.49050, 3.85866, 0.46972], [0.10824, 2.54612, 0.78509], [-0.42751, 2.30314, 2.05707], [-0.60067, 3.33009, 2.96580], [0.61357, 5.90928, 1.11716], [0.93581, 4.08694, -0.49643], [-0.73073, 1.29974, 2.33552], [-1.02031, 3.13837, 3.94406]],
  "forces_ev_per_a": [[-0.5, -0.7, -1.2], [0.0, 0.1, 0.0], [0.2, -0.1, 0.2], [-0.1, 0.1, 0.0], [0.0, 0.1, 0.0], [0.0, 0.0, 0.0], [0.0, 0.1, 0.0], [0.0, 0.0, 0.0], [0.1, -0.2, 0.0], [0.3, 0.1, 0.2], [-0.2, 0.3, 0.1], [0.2, -0.1, -0.2], [0.0, -0.4, 0.0], [0.0, 0.5, 0.4], [-0.1, 0.1, 0.1], [0.0, -0.1, 0.0], [0.1, 0.0, -0.1], [0.0, 0.0, 0.0], [0.0, 0.0, 0.0], [0.0, 0.0, 0.0], [0.0, 0.0, 0.0], [0.0, 0.2, 0.0], [0.0, 0.0, 0.0], [0.0, 0.0, 0.0], [0.0, 0.0, 0.0], [0.0, 0.0, 0.0], [0.0, 0.0, 0.0], [0.0, 0.0, 0.0], [0.0, 0.0, 0.0], [0.0, 0.0, 0.0], [0.0, 0.0, 0.0], [0.0, 0.0, 0.0], [0.0, 0.0, 0.0], [0.0, 0.0, 0.0], [0.0, 0.0, 0.0], [0.0, 0.0, 0.0], [0.1, 0.0, 0.0], [-0.1, 0.0, 0.0], [-0.3, 0.1, 0.2], [0.0, 0.0, 0.0], [0.0, 0.0, 0.0], [0.0, 0.0, 0.0], [0.0, 0.0, 0.0], [0.0, 0.0, 0.0], [0.1, 0.0, 0.0], [0.0, 0.0, 0.0], [0.0, 0.0, 0.0], [0.1, -0.1, -0.1], [0.0, 0.0, 0.0], [0.0, -0.1, 0.0], [0.0, 0.1, 0.1], [0.0, 0.0, 0.0], [-0.1, 0.0, 0.1], [0.3, 0.1, 0.2], [-0.1, 0.0, -0.1], [0.0, 0.0, 0.0], [0.0, 0.0, 0.0], [0.0, 0.0, 0.0], [0.0, 0.0, 0.0], [0.0, 0.0, 0.0]],
  "lowdin_charge": [1.5931, -0.0250, -0.2275, -0.2235, 0.0049, -0.0487, -0.0565, -0.0023, -0.1848, -0.1307, 0.1375, -0.1363, -0.2838, -0.1220, 0.0209, 0.0381, -0.1605, -0.0078, -0.0463, -0.0416, -0.0051, -0.1019, 0.1084, 0.1102, 0.0929, 0.1175, 0.1170, 0.1144, 0.1139, 0.1302, 0.1323, 0.1227, 0.1155, 0.1151, 0.1114, -0.0753, -0.4936, -0.0767, -0.2789, 0.0820, 0.0806, 0.0856, 0.1139, 0.0862, 0.0538, 0.0868, 0.0753, 0.0795, 0.1785, -0.1693, -0.2152, -0.0184, -0.1149, -0.3259, -0.0894, -0.0138, 0.1260, 0.0992, 0.1058, 0.1267]
}

---

Entry 3:
{
  "formula": "C28H26N4O4S",
  "method": "ωB97M-V/def2-TZVPD",
  "e_above_lowest_ev": 0.000,
  "orbital_gap_ev": 6.938,
  "smiles": "CCN(CC)CCOC(=O)c1ccc(N/C=C(/C#N)c2nc(-c3cc4ccccc4oc3=O)cs2)cc1",
  "fmax_ev_per_a": 1.18,
  "homo_energy_ev": -7.754,
  "symbols": ["C", "H", "H", "H", "C", "N", "C", "H", "C", "H", "H", "O", "C", "O", "C", "C", "C", "C", "C", "C", "H", "H", "N", "C", "C", "C", "N", "C", "N", "C", "C", "S", "H", "C", "C", "C", "C", "C", "C", "C", "C", "O", "C", "O", "H", "H", "H", "H", "H", "H", "H", "H", "H", "H", "C", "C", "H", "H", "H", "H", "H", "H", "H"],
  "coordinates": [[-8.95076, -0.73355, -0.44380], [-9.10985, -0.10654, -1.31728], [-9.69183, -1.52993, -0.45510], [-7.96624, -1.18926, -0.50907], [-9.09604, 0.06742, 0.85518], [-8.23104, 1.21231, 1.02955], [-6.81615, 0.99046, 0.98705], [-6.32741, 1.68939, 1.67873], [-6.12560, 1.13692, -0.38952], [-6.05736, 2.18531, -0.68543], [-6.66344, 0.56241, -1.14807], [-4.77918, 0.67883, -0.32378], [-4.58806, -0.64306, -0.44412], [-5.48762, -1.43169, -0.62856], [-3.16421, -1.02260, -0.34147], [-2.15426, -0.08469, -0.12553], [-0.84076, -0.48764, -0.04029], [-0.50031, -1.83970, -0.16551], [-1.51283, -2.77822, -0.38572], [-2.82554, -2.36841, -0.47048], [-3.61535, -3.08392, -0.64188], [-1.28508, -3.82625, -0.49965], [0.83999, -2.17144, -0.07245], [1.36849, -3.39689, -0.06053], [2.71463, -3.66184, 0.02062], [3.14972, -4.99922, 0.04606], [3.51453, -6.08771, 0.06586], [3.70602, -2.63106, 0.08670], [3.44284, -1.36826, 0.02481], [4.54706, -0.58692, 0.11734], [5.71701, -1.29579, 0.25503], [5.42718, -2.98479, 0.27128], [6.71622, -0.92800, 0.36437], [4.42043, 0.85926, 0.07490], [5.48778, 1.68765, -0.08131], [5.32640, 3.10316, -0.10889], [6.38837, 4.00380, -0.26428], [6.15278, 5.35836, -0.28323], [4.85469, 5.84747, -0.14886], [3.79126, 4.98321, 0.00405], [4.02433, 3.61064, 0.02449], [2.96401, 2.78471, 0.17410], [3.07253, 1.42888, 0.20914], [2.05022, 0.80249, 0.35318], [2.77990, 5.34162, 0.10887], [4.67920, 6.91200, -0.16487], [6.97428, 6.04776, -0.40273], [7.39020, 3.61478, -0.36783], [6.48399, 1.28675, -0.19611], [0.69349, -4.24073, -0.10810], [1.50648, -1.39436, 0.01714], [-0.05454, 0.23121, 0.12773], [-2.41171, 0.95765, -0.02588], [-6.62913, -0.02459, 1.34618], [-8.72979, 2.51021, 0.64967], [-9.11305, 2.71513, -0.82223], [-8.27743, 2.50487, -1.48363], [-9.42181, 3.74729, -0.97281], [-9.94447, 2.07006, -1.09372], [-9.61891, 2.71323, 1.26059], [-7.96616, 3.24183, 0.92689], [-8.90942, -0.61461, 1.69502], [-10.12331, 0.42910, 0.94700]],
  "forces_ev_per_a": [[-0.1, 0.1, 0.2], [0.0, 0.0, -0.1], [-0.1, -0.1, 0.0], [0.1, 0.0, -0.1], [0.1, -0.1, 0.0], [0.0, 0.0, -0.1], [0.3, 0.1, -0.1], [0.1, -0.1, 0.0], [-0.6, -0.1, 0.1], [0.0, -0.1, 0.0], [0.0, 0.2, 0.1], [0.4, 0.1, 0.1], [-0.3, -0.2, -0.1], [0.1, 0.1, 0.0], [0.3, -0.1, 0.0], [-0.2, -0.2, -0.1], [0.2, -0.2, 0.0], [-1.0, 0.2, -0.1], [0.3, 0.0, 0.0], [-0.2, 0.3, 0.0], [0.0, -0.1, 0.0], [0.0, -0.1, 0.0], [0.7, 0.2, 0.1], [0.3, -0.2, 0.0], [-0.8, 0.3, -0.1], [-0.1, -0.4, 0.0], [0.2, -0.4, 0.0], [1.2, -0.2, 0.1], [-0.5, -0.2, -0.1], [1.0, -0.7, 0.2], [-0.4, 0.0, 0.0], [-0.7, 0.4, -0.1], [0.2, 0.1, 0.0], [0.6, 0.7, -0.1], [-0.7, -0.5, 0.1], [-0.4, 0.4, 0.1], [-0.2, -0.1, 0.0], [0.1, 0.1, 0.0], [0.0, -0.1, 0.0], [-0.1, -0.3, 0.0], [0.8, 0.3, -0.1], [-0.2, 0.2, 0.0], [-0.5, -0.4, 0.1], [0.3, 0.6, 0.0], [-0.1, 0.0, 0.0], [0.0, 0.1, 0.0], [0.1, 0.0, 0.0], [0.1, 0.0, 0.0], [0.1, -0.1, 0.0], [0.0, 0.1, 0.0], [0.0, -0.1, -0.1], [0.0, 0.1, 0.0], [0.0, 0.1, 0.0], [0.1, 0.0, 0.0], [-0.2, 0.0, 0.0], [0.1, 0.0, 0.3], [0.1, 0.0, -0.1], [-0.1, 0.1, -0.1], [-0.1, -0.1, -0.1], [0.1, 0.1, 0.0], [0.0, 0.1, 0.1], [-0.1, 0.0, 0.0], [0.0, 0.0, 0.1]],
  "lowdin_charge": [-0.0781, 0.0608, 0.0716, 0.0505, -0.2361, -0.2060, -0.1582, 0.1257, -0.1431, 0.1247, 0.1121, -0.0002, -0.4439, 0.1032, -0.1279, 0.0045, 0.0091, -0.2095, -0.0059, -0.0033, 0.1215, 0.1013, 0.1046, -0.0141, -0.2356, -0.2619, 0.1607, -0.5030, 0.0765, -0.3139, -0.3423, 1.0858, 0.0648, -0.0471, 0.0705, -0.1449, -0.0219, -0.0800, -0.0653, 0.0122, -0.1834, 0.1466, -0.3640, 0.1050, 0.1236, 0.1079, 0.1046, 0.1161, 0.1265, 0.1325, 0.1115, 0.0907, 0.1200, 0.1269, -0.2450, -0.0830, 0.0580, 0.0692, 0.0631, 0.1120, 0.1151, 0.1144, 0.1141]
}